# 1
Entry from OMol25: CaH22N2O17 as an isolated structure at a distorted geometry (ωB97M-V/def2-TZVPD).

Calculated values
- LUMO energy: -0.098 Ha
- HOMO-LUMO gap: 0.2347 Ha
- Energy relative to the best compared isomer or geometry (same formula, charge and spin): 0.471 eV

Atoms and positions in Å:
Ca  -2.92172  1.91901  0.85178
N  0.07622  -0.11634  -0.06681
O  -0.85889  0.66007  0.18378
O  -0.14582  -1.08571  -0.82733
O  1.20063  0.04322  0.44239
N  -1.69325  3.80787  -1.96996
O  -2.12890  3.90843  -3.11876
O  -0.89986  4.64380  -1.50703
O  -2.10091  2.86581  -1.19781
O  -0.92326  0.95627  -3.36248
H  -0.04467  1.28767  -3.14458
H  -1.01125  0.13838  -2.85376
O  -2.18307  -2.51188  -2.95490
H  -2.07773  -3.22490  -3.59247
H  -1.49625  -2.67784  -2.29878
O  -3.22779  -0.51481  0.99871
H  -2.57757  -1.17395  1.28328
H  -3.98725  -1.02893  0.68904
O  1.54044  2.19616  3.11996
H  1.53896  1.50876  2.43985
H  1.04595  2.92486  2.73341
O  -1.97050  1.14594  2.88607
H  -2.54811  0.63545  3.47346
H  -1.56011  1.80641  3.47043
O  3.21738  0.00259  -1.50490
H  2.74828  0.09065  -2.34171
H  2.52918  -0.20477  -0.84680
O  -0.65274  -4.07656  0.03853
H  -0.33333  -3.28125  -0.41159
H  -0.27363  -4.02367  0.92214
O  1.94277  3.07841  -0.14679
H  2.01590  2.12937  -0.30698
H  1.07396  3.20490  0.25358
O  0.98112  -0.94164  3.75946
H  1.31115  -1.43793  4.51518
H  1.76848  -0.78405  3.22332
O  0.86926  -2.99356  -2.55813
H  0.87812  -2.67057  -3.46623
H  0.69655  -2.20277  -2.02049
O  3.60740  -1.22593  2.05029
H  2.96462  -0.69926  1.56413
H  3.61025  -2.07769  1.59948



# 2
Entry from OMol25: a single C4H7FN2O molecule at a distorted geometry (ωB97M-V/def2-TZVPD).

Calculated values
- LUMO energy: 0.023 Ha
- SMILES string: FCC1=NNCCO1
- HOMO-LUMO gap: 0.3693 Ha
- Energy relative to the best compared isomer or geometry (same formula, charge and spin): 5.049 eV

Atoms and positions in Å:
F  -2.97263  0.33649  0.36931
C  -2.32717  -0.55850  -0.31588
C  -0.85132  -0.19574  -0.11236
N  -0.31162  -1.31800  0.15402
N  1.19051  -1.28694  0.15066
C  1.70975  0.00582  -0.33455
C  0.88060  1.22895  0.20318
O  -0.59969  1.12566  -0.20180
H  -2.61851  -1.66000  -0.17846
H  -2.59128  -0.27718  -1.23709
H  1.49106  -1.12291  1.35375
H  1.91029  0.01425  -1.39978
H  2.70108  0.05021  0.25317
H  1.27500  2.30703  -0.09071
H  1.11395  1.35087  1.38655



# 3
Entry from OMol25: C5H6N2S3 as an isolated structure at a distorted geometry (ωB97M-V/def2-TZVPD).

Calculated values
- LUMO energy (spin up / spin down): 0.015 / -0.089 Ha
- Multiplicity: 3
- HOMO-LUMO gap (spin up / spin down): 0.2358 / 0.2115 Ha
- Energy relative to the best compared isomer or geometry (same formula, charge and spin): 2.621 eV

Atoms and positions in Å:
C  0.54720  -1.78347  0.83564
C  0.08282  0.92460  1.28697
C  2.04372  0.09723  0.11073
C  -1.76036  -0.75210  -0.13125
C  -1.64786  0.65134  -0.74876
N  1.64893  -1.25223  0.35571
N  1.21493  1.02583  0.45912
S  3.41004  0.34709  -0.79175
S  -0.65367  -0.65647  1.42676
S  -1.10865  1.93662  0.48915
H  -2.78577  -1.03926  -0.12677
H  -1.40570  -1.48282  -0.81722
H  -0.76622  0.68959  -1.44845
H  -2.49555  1.14764  -1.06013
H  2.32686  -1.86958  -0.09911
H  1.34929  2.01597  0.25936



# 4
Entry from OMol25: a single C6H11N molecule at a distorted geometry (ωB97M-V/def2-TZVPD).

Calculated values
- LUMO energy: 0.038 Ha
- SMILES string: C=NC(=C)CCC
- HOMO-LUMO gap: 0.3467 Ha
- Energy relative to the best compared isomer or geometry (same formula, charge and spin): 2.100 eV

Atoms and positions in Å:
C  0.48314  1.75535  1.83995
N  0.59140  0.50398  1.81377
C  -0.01956  -0.47742  0.97078
C  -1.06876  -1.13837  1.43213
C  0.94797  -0.85435  -0.14220
C  0.16610  -0.65989  -1.47682
C  -0.34358  0.72722  -1.80059
H  1.18551  2.24450  2.52154
H  -0.22160  2.39253  1.31932
H  -1.69338  -1.01283  2.30006
H  -1.53317  -1.87552  0.79792
H  1.11439  -1.92756  -0.06691
H  1.88883  -0.30507  -0.11128
H  -0.66561  -1.38536  -1.37060
H  0.75462  -1.13094  -2.26099
H  0.50112  1.40697  -1.83304
H  -0.93350  0.62343  -2.74567
H  -1.15391  1.11333  -1.18736



# 5
Entry from OMol25: a 2-piece molecular cluster, C4H14N3 overall at a distorted geometry (ωB97M-V/def2-TZVPD).

Calculated values
- LUMO energy: -0.112 Ha
- Charge: +1
- HOMO-LUMO gap: 0.4394 Ha
- Energy relative to the best compared isomer or geometry (same formula, charge and spin): 0.644 eV

Atoms and positions in Å:
C  0.05179  -2.01150  1.58232
C  -1.22606  -1.21196  1.41611
H  0.17342  -2.85263  0.90244
H  0.95930  -1.40403  1.53452
H  0.14438  -2.44847  2.57703
H  -1.01652  -0.14902  1.38718
H  -1.95656  -1.27250  2.22754
H  -1.86911  -1.40087  0.55655
C  -1.51427  1.47899  -0.33295
C  0.70950  0.52027  -0.71994
N  -0.05572  1.43120  -0.13948
N  0.31230  -0.17208  -1.78468
N  2.03649  0.47137  -0.41099
H  0.19525  1.73471  0.79050
H  -0.64769  -0.25289  -2.06621
H  1.04075  -0.50175  -2.39382
H  2.25483  0.68837  0.55024
H  2.47080  -0.34569  -0.81182
H  -1.98750  0.56744  -0.69490
H  -1.69963  2.17523  -1.15468
H  -2.00048  1.77081  0.58910



# 6
Entry from OMol25: C7H19InNOSi2 as an isolated structure at a distorted geometry (ωB97M-V/def2-TZVPD).

Calculated values
- LUMO energy: -0.633 Ha
- Charge: +3
- HOMO-LUMO gap: 0.0889 Ha

Atoms and positions in Å:
C  -1.67392  1.60162  0.09362
Si  -0.14144  1.65309  -1.06511
C  -0.66611  2.60103  -2.65430
C  1.17022  2.75322  -0.11232
O  0.60052  0.10696  -1.35989
C  -0.32784  -0.92272  -1.72740
C  0.23557  -2.34160  -1.16134
Si  0.81230  -2.03841  0.64757
C  0.09216  -3.31074  1.94333
C  0.33592  -2.59404  3.34451
N  1.49349  -2.01666  3.47018
H  -2.47219  0.89877  -0.31804
H  -1.29658  1.27574  1.11206
H  -2.05272  2.67037  0.16458
H  -0.11286  3.59599  -2.65976
H  -1.77962  2.83657  -2.62163
H  -0.45328  2.06373  -3.62603
H  0.56897  3.46441  0.60365
H  1.79142  3.40273  -0.80430
H  1.76803  2.04553  0.53624
H  -1.36354  -0.80820  -1.29476
H  -0.36528  -1.05958  -2.86562
H  1.07299  -2.68541  -1.85271
H  -0.58908  -3.13177  -1.24255
H  0.23890  -0.73078  1.06662
H  2.28725  -2.07964  0.76153
H  0.69902  -4.27775  1.93167
H  -1.00361  -3.51817  1.75237
H  -0.42563  -2.59394  4.19349
H  1.58106  -1.57271  4.41390
In  -0.02410  4.71235  -0.66955



# 7
Entry from OMol25: C43H78InN4NiO11 as an isolated structure at a distorted geometry (ωB97M-V/def2-TZVPD).

Calculated values
- LUMO energy (spin up / spin down): -0.045 / -0.105 Ha
- Multiplicity: 4
- HOMO-LUMO gap (spin up / spin down): 0.2332 / 0.1729 Ha

Atoms and positions in Å:
Ni  2.56020  -2.28311  1.02659
In  -2.09329  -0.40884  2.14164
C  0.65144  -0.77984  -0.03855
O  1.84043  -0.60250  0.02583
O  -0.37939  -0.08028  -0.18300
O  0.42102  -1.77963  0.68066
C  0.10712  -3.55961  3.71105
C  -0.56276  -2.51861  4.39776
C  0.18050  -1.21484  4.66632
O  -0.51985  -0.16296  5.00120
C  1.41214  -0.89065  4.09293
C  2.08527  -1.92029  3.37433
C  1.40605  -3.32432  3.06007
O  1.78736  -3.88490  2.08815
O  3.18194  -1.63317  2.76480
O  -1.87549  -2.63047  4.43052
H  -0.41775  -4.49146  3.56082
H  1.93268  0.04421  4.23947
C  2.80004  -4.07374  -1.29206
C  4.09445  -3.29048  -1.56720
C  3.95353  -2.10704  -2.65517
C  5.04701  -1.00947  -2.78060
C  5.27044  -0.43365  -1.40307
C  5.51263  -1.52189  -0.25993
N  4.41390  -2.52964  -0.27425
O  4.58610  -3.45158  0.82571
C  6.90640  -2.15821  -0.30781
C  5.57557  -0.63517  1.06732
C  5.08050  -4.37132  -2.00124
H  1.94544  -3.39718  -1.28635
H  2.85825  -4.83527  -0.51438
H  2.57088  -4.55838  -2.24111
H  3.82910  -2.61266  -3.61275
H  2.95809  -1.72744  -2.42475
H  4.96546  -0.19799  -3.50375
H  5.91146  -1.60088  -3.08236
H  4.27633  -0.06545  -1.14954
H  6.04901  0.32801  -1.36040
H  7.59487  -1.44653  -0.76345
H  7.14506  -2.52723  0.68967
H  7.12642  -3.09551  -0.81884
H  5.90299  -1.13414  1.97942
H  6.32897  0.15192  1.03614
H  4.61295  -0.21926  1.36476
H  5.85917  -3.84507  -2.55336
H  4.65364  -5.09814  -2.69235
H  5.65843  -4.92259  -1.25949
H  5.41838  -3.91917  0.72427
C  -3.98026  -4.10524  -1.37792
C  -3.93975  -2.60782  -0.82231
C  -5.13485  -1.85057  -1.58785
C  -6.48747  -2.22443  -1.04545
C  -6.52121  -1.96635  0.45491
C  -5.45588  -2.76701  1.26879
N  -4.05789  -2.53762  0.64130
O  -3.09031  -3.35992  1.22154
C  -5.53054  -2.22307  2.74976
C  -5.96153  -4.13047  1.25421
C  -2.67283  -1.87662  -1.44532
H  -4.14291  -4.10680  -2.45572
H  -4.70115  -4.75487  -0.88155
H  -2.99615  -4.47744  -1.09317
H  -5.04294  -0.77192  -1.46061
H  -4.95313  -1.81402  -2.66197
H  -6.73649  -3.24010  -1.35288
H  -7.14450  -1.52155  -1.55767
H  -7.53542  -2.17890  0.79299
H  -6.33791  -0.89891  0.57771
H  -6.17615  -2.81483  3.39870
H  -4.65858  -2.30390  3.39880
H  -5.90789  -1.20212  2.80773
H  -5.20480  -4.91065  1.33658
H  -6.58715  -4.22395  2.14189
H  -6.53973  -4.42472  0.37831
H  -2.60745  -0.78912  -1.47938
H  -2.50095  -2.15694  -2.48454
H  -1.73556  -2.17823  -0.97770
H  -3.25723  -4.23743  0.86978
C  1.59267  2.41602  1.83579
C  1.15669  3.50123  2.92134
C  1.85169  4.79230  2.52163
C  1.22639  6.11204  3.19888
C  -0.33758  6.11635  3.00391
C  -1.00102  4.80141  3.44163
N  -0.39502  3.59892  2.96681
O  -1.02950  2.49122  3.41152
C  -0.96422  4.88609  4.99461
C  -2.44313  4.96103  2.94307
C  1.61101  3.05525  4.31987
H  1.66509  2.79605  0.81676
H  0.78023  1.69153  1.89197
H  2.43429  1.79328  2.13907
H  2.82306  4.93923  2.99382
H  1.92655  4.82205  1.43461
H  1.69558  6.96111  2.70184
H  1.50815  6.08000  4.25134
H  -0.54497  6.32118  1.95361
H  -0.61996  7.02050  3.54324
H  -0.13339  5.35610  5.52085
H  -1.71639  5.56030  5.40422
H  -1.18555  3.92511  5.45896
H  -2.95856  5.91613  3.04415
H  -2.36057  4.89644  1.85812
H  -3.16862  4.18885  3.19898
H  1.53837  3.69058  5.20258
H  2.60343  2.61536  4.22145
H  1.20920  2.08673  4.61757
H  -0.83190  2.51606  4.35064
C  2.04706  1.65065  -3.58117
C  0.55186  2.02767  -3.49509
C  0.47189  3.25473  -4.46919
C  -0.96752  3.64439  -4.73750
C  -1.76679  2.40654  -5.28419
C  -1.70125  1.13298  -4.29267
N  -0.26744  0.89811  -4.00116
O  -0.00968  -0.29488  -3.39851
C  -2.70179  1.21252  -3.14687
C  -2.20372  0.01088  -5.24067
C  0.23282  2.62744  -2.09687
H  2.42834  0.96680  -2.82283
H  2.26152  1.19918  -4.54982
H  2.55589  2.61237  -3.51571
H  1.05261  4.13898  -4.20655
H  1.12810  3.08887  -5.32359
H  -1.63945  4.04177  -3.97678
H  -0.85255  4.42163  -5.49299
H  -1.41401  2.23488  -6.30114
H  -2.77098  2.72409  -5.56501
H  -3.08770  2.22095  -2.99772
H  -2.18359  1.05499  -2.20097
H  -3.49711  0.46718  -3.13882
H  -2.06713  -0.97415  -4.79444
H  -1.58059  0.00579  -6.13498
H  -3.29296  -0.01926  -5.21323
H  -0.64782  3.25453  -2.23593
H  -0.02898  1.93330  -1.29828
H  1.00105  3.30138  -1.71778
H  -0.00663  -0.07078  -2.46503



# 8
Entry from OMol25: a single C3H2NP molecule at a distorted geometry (ωB97M-V/def2-TZVPD).

Calculated values
- LUMO energy (spin up / spin down): -0.036 / -0.036 Ha
- SMILES string: N#C[C@@H]1C=P1
- HOMO-LUMO gap (spin up / spin down): 0.3004 / 0.3004 Ha
- Energy relative to the best compared isomer or geometry (same formula, charge and spin): 0.498 eV

Atoms and positions in Å:
N  -2.47112  0.23462  0.17430
C  -1.37751  0.01703  -0.11285
C  -0.06004  -0.27857  -0.43488
C  1.03258  -0.03133  0.52361
P  1.33951  1.49045  -0.08528
H  0.13807  -0.76851  -1.37653
H  1.39851  -0.66369  1.31163